Here is a structure of composition C40H66Ge2N4O5PS4SiTi from the Open Molecules 2025 dataset. Energies are from wB97M-V/def2-TZVPD.

The total charge is -1. The relative energy (zero: lowest compared OMol25 entry of this formula, charge and spin) is 31.15 kJ/mol. The energy is -255406.726 eV. The calculation puts the strongest force on any atom at 0.61 eV/Å.

Last column: Mulliken charge in e.
Element x y z (Å)
Ti -0.503 -0.423 0.317  -2.13
C -4.668 1.546 1.504  -0.90
C -3.616 2.468 0.901  -1.16
Ge -2.248 1.618 -0.308  2.06
C -1.441 3.377 -0.857  -0.51
C -0.454 3.440 -2.008  -1.11
C -3.560 0.997 -1.656  -0.76
C -3.818 -0.316 -1.745  0.60
Ge -2.693 -1.512 -0.610  1.99
C -3.744 -1.927 1.042  -0.36
C -3.809 -3.409 1.406  -1.46
C -2.421 -3.239 -1.572  -0.34
C -2.518 -3.187 -3.094  -1.15
C -4.905 -0.847 -2.594  -0.36
C -5.119 -0.373 -3.890  -0.32
C -6.121 -0.904 -4.690  -0.94
C -6.938 -1.919 -4.209  -0.41
C -6.738 -2.400 -2.920  -0.89
C -5.729 -1.877 -2.128  0.53
H -5.414 2.100 2.084  0.44
H -4.217 0.803 2.162  0.09
H -5.199 1.003 0.717  0.16
H -3.098 3.030 1.685  0.36
H -4.109 3.205 0.255  0.63
H -0.946 3.708 0.067  -0.11
H -2.264 4.077 -1.034  0.72
H 0.301 2.662 -1.924  -0.18
H 0.059 4.410 -2.070  0.43
H -0.942 3.281 -2.974  0.36
H -4.207 1.699 -2.195  0.10
H -4.749 -1.502 0.954  0.59
H -3.245 -1.381 1.846  0.04
H -4.374 -3.988 0.668  0.32
H -4.285 -3.569 2.379  0.31
H -2.801 -3.827 1.466  0.15
H -3.115 -3.989 -1.180  0.71
H -1.422 -3.563 -1.278  -0.26
H -3.536 -2.993 -3.432  0.26
H -2.187 -4.124 -3.556  0.38
H -1.896 -2.394 -3.501  -0.11
H -4.468 0.406 -4.271  0.36
H -6.260 -0.529 -5.697  0.37
H -7.718 -2.337 -4.834  0.39
H -7.366 -3.195 -2.535  0.39
H -5.563 -2.268 -1.129  0.24
S -1.427 0.782 2.540  -0.02
S -1.326 -0.325 4.286  -0.27
S 0.477 -1.293 4.554  -0.12
S 0.518 -3.000 3.467  -0.27
C 1.092 2.087 5.570  -0.49
N 2.144 1.756 4.510  0.53
C 3.331 2.663 4.726  -0.69
N 2.944 4.041 4.669  0.09
C 1.916 4.297 5.680  -0.93
N 0.736 3.462 5.524  0.12
C -0.031 3.772 4.308  -0.85
P 0.940 3.559 2.741  0.48
C 1.644 1.896 3.105  0.13
C 2.470 4.454 3.332  -1.04
H 1.551 1.831 6.526  0.27
H 0.225 1.457 5.382  0.22
H 2.358 0.755 4.624  0.43
H 4.064 2.429 3.954  0.29
H 3.739 2.428 5.711  0.38
H 1.626 5.346 5.618  0.39
H 2.347 4.109 6.666  0.34
H -0.392 4.800 4.373  0.44
H -0.899 3.111 4.243  0.39
H 2.506 1.715 2.465  0.11
H 0.903 1.121 2.903  -1.47
H 2.290 5.531 3.361  0.47
H 3.272 4.284 2.606  0.30
O 1.077 -1.067 1.511  -1.27
C 0.519 -2.291 1.580  1.40
O -0.748 -2.227 1.147  -0.53
C 1.339 -3.398 0.918  -0.37
C 0.717 -4.476 0.313  -0.19
C 1.452 -5.486 -0.318  -1.50
C 2.816 -5.359 -0.304  1.07
O 3.768 -6.172 -0.886  -0.52
C 5.002 -5.714 -0.355  -0.22
O 4.808 -4.393 0.131  -0.53
C 3.441 -4.287 0.310  0.65
C 2.737 -3.294 0.934  -0.60
H -0.363 -4.523 0.331  0.24
H 0.967 -6.320 -0.806  0.43
H 5.752 -5.702 -1.144  0.23
H 5.303 -6.366 0.477  0.24
H 3.223 -2.459 1.420  0.39
C -1.033 0.374 -4.123  -0.61
Si 0.470 -0.433 -3.321  0.15
C 0.882 -1.923 -4.424  -1.47
C 1.874 0.806 -3.646  -0.99
C 0.414 -1.009 -1.548  0.68
H -0.729 0.752 -5.104  0.52
H -1.432 1.202 -3.537  -0.10
H -1.867 -0.317 -4.272  0.25
H 0.699 -1.702 -5.481  0.32
H 0.261 -2.777 -4.150  0.30
H 1.924 -2.241 -4.321  0.36
H 1.841 1.113 -4.696  0.57
H 2.869 0.395 -3.470  0.37
H 1.765 1.701 -3.040  0.08
H 1.466 -1.032 -1.217  -0.21
H 0.128 -2.067 -1.616  0.22
O 0.994 1.288 0.092  1.88
C 2.190 1.532 0.067  -0.92
C 3.266 0.506 0.352  -0.37
C 4.180 0.145 -0.819  -0.01
C 5.250 1.190 -1.122  -0.97
C 4.728 2.584 -1.465  -0.68
C 3.956 3.259 -0.332  -0.82
N 2.587 2.800 -0.167  0.29
H 2.745 -0.365 0.748  -0.81
H 3.897 0.915 1.156  0.64
H 3.575 -0.058 -1.700  -0.37
H 4.668 -0.799 -0.566  0.41
H 5.870 0.830 -1.947  0.43
H 5.914 1.275 -0.252  0.31
H 4.083 2.546 -2.347  0.19
H 5.579 3.223 -1.713  0.42
H 3.889 4.331 -0.520  0.48
H 4.509 3.141 0.608  0.22
H 1.826 3.437 -0.363  0.54

Force components x, y, z for each atom (eV/Å):
0.0688 0.2484 0.5047
-0.0342 -0.0375 -0.0376
0.0453 0.0171 0.0794
-0.0803 -0.0963 -0.1890
0.0089 0.0548 0.0915
-0.0194 -0.0179 -0.2179
0.0366 -0.1024 -0.1417
0.0594 0.0971 -0.0366
0.0463 0.2599 0.2485
-0.1326 -0.0610 0.0291
0.0246 0.0032 0.0115
-0.0765 -0.0436 -0.0300
-0.0030 -0.0171 0.0160
-0.0787 -0.0154 -0.0025
-0.0117 -0.0211 0.0299
0.0012 0.0018 0.0114
0.0019 0.0072 0.0158
0.0042 0.0041 -0.0258
-0.0013 0.0094 -0.0076
-0.0051 0.0042 0.0051
0.0052 0.0220 0.0015
-0.0042 -0.0071 0.0009
-0.0045 -0.0128 0.0139
0.0365 0.0229 0.0067
-0.0527 0.0164 -0.0283
-0.0145 0.0040 0.0390
0.0833 -0.0902 0.0519
0.0119 0.0057 -0.0163
-0.0067 0.0436 0.0452
0.0076 -0.0036 -0.0119
0.0165 -0.0194 -0.0096
-0.0210 -0.0273 -0.0328
0.0110 -0.0080 0.0071
-0.0134 0.0193 -0.0075
-0.0423 -0.0104 -0.0093
0.0152 0.0466 -0.0017
0.0336 -0.0549 0.0127
-0.0255 -0.0162 -0.0015
-0.0107 -0.0134 0.0044
0.0769 0.0951 -0.0640
0.0038 0.0037 -0.0122
-0.0017 -0.0015 -0.0014
0.0013 0.0017 -0.0043
0.0013 0.0024 -0.0009
-0.0037 0.0045 -0.0313
0.1285 -0.0566 -0.1303
-0.1916 -0.1555 0.1599
0.2734 0.4148 0.0198
-0.0950 0.0806 -0.0302
-0.0667 -0.0059 -0.0271
-0.1337 -0.2757 0.0308
0.0419 -0.0198 -0.0204
-0.0165 -0.0822 0.0628
-0.0252 0.0449 -0.0371
0.0021 0.0852 0.0592
0.0646 -0.0109 0.0025
-0.0512 0.0988 -0.2412
-0.0111 0.0095 -0.0685
0.0655 -0.0440 0.0536
0.0109 -0.0030 0.0228
-0.0232 -0.1830 -0.0853
0.0729 0.0783 0.0335
0.0034 0.0063 0.0050
0.0061 0.0147 0.0118
-0.0116 -0.0129 0.0134
0.0127 -0.0097 0.0154
-0.0023 0.0111 -0.0317
-0.0063 -0.0081 0.0117
-0.0190 0.0262 0.0122
-0.0440 -0.0589 0.0841
-0.0029 -0.0070 -0.0013
-0.0268 0.0031 0.0293
-0.1486 -0.4048 0.1219
0.2912 -0.0072 -0.2353
-0.0893 -0.0626 -0.0590
0.1082 0.1697 0.0904
-0.0863 -0.0057 0.0555
0.0261 -0.0460 -0.0340
0.0105 0.0079 0.0328
0.0026 -0.0084 -0.0467
-0.0320 0.0227 -0.0036
0.0033 0.0304 -0.0095
-0.0172 -0.0176 0.0290
0.0315 -0.0102 -0.0884
0.0121 0.0263 0.0080
0.0045 -0.0004 -0.0007
0.0142 -0.0235 0.0210
0.0025 -0.0002 0.0052
-0.0196 -0.0077 -0.0013
-0.1484 -0.0618 0.1505
0.1705 -0.2061 0.0316
0.0208 0.0643 -0.0266
-0.0518 -0.0596 -0.0927
-0.0503 0.0810 -0.3632
-0.0116 -0.0020 0.0073
0.0483 0.0256 0.0304
0.0741 -0.0346 0.0228
0.0278 -0.0075 0.0031
-0.0507 -0.0387 -0.0198
-0.0210 0.0692 0.0502
-0.0350 0.0153 0.0127
-0.0154 -0.0897 -0.0223
0.0259 0.1846 0.1042
0.0085 0.0199 -0.0107
-0.0424 -0.0212 0.0600
-0.6083 0.0072 0.0865
0.5362 -0.2467 -0.0657
0.0646 0.1405 0.1454
-0.0200 0.0307 0.0392
-0.0109 -0.0399 -0.0130
-0.0242 -0.0013 0.0244
-0.0633 -0.0319 -0.0155
0.0595 0.2910 -0.0571
-0.0149 0.0294 -0.0748
-0.0045 -0.0543 -0.0086
-0.0164 0.0112 -0.0137
0.0267 0.0078 -0.0243
0.0134 0.0241 -0.0048
-0.0018 -0.0035 -0.0100
0.0019 -0.0116 -0.0233
0.0037 0.0022 -0.0196
0.0209 0.0156 -0.0218
0.0287 -0.0116 0.0217
0.0331 -0.0188 -0.0467